The following is a DFT calculation (wB97M-V/def2-TZVPD) of a molecular structure, C18H55CrHgO14S in a non-equilibrium geometry.

Properties
- expectation value of S² = 6.0088
- Kohn-Sham gap (alpha / beta) (eV) = 6.598 / 6.587
- HOMO level (alpha / beta) (eV) = -11.932 / -11.938

ORCA input file:
```
! wB97M-V def2-TZVPD RIJCOSX def2/J DEFGRID3
* xyz 1 5
Hg -0.96 1.25 2.44
Cr 1.49 2.36 -0.23
S 0.20 0.07 -0.21
O 0.03 1.15 -1.18
O 1.30 0.64 0.56
O -0.95 -0.02 0.68
O 0.51 -1.24 -0.77
O 0.03 2.97 1.22
H -0.74 3.40 0.79
C 2.99 -1.67 4.28
C 2.93 -0.34 3.57
O 2.94 0.64 4.65
H 2.77 -2.40 3.49
H 2.31 -1.92 5.09
H 3.96 -2.04 4.61
H 2.12 -0.21 2.84
H 3.93 -0.32 3.15
H 2.22 1.24 4.44
C -0.87 3.08 -5.83
C -0.91 2.19 -4.58
O 0.24 2.46 -3.82
H -0.66 4.09 -5.49
H -1.74 3.02 -6.48
H 0.03 2.75 -6.36
H -1.04 1.14 -4.86
H -1.73 2.53 -3.96
H 0.30 1.78 -3.14
C -4.54 -1.10 2.63
C -3.96 -0.30 1.45
O -3.20 0.78 1.99
H -4.86 -2.12 2.42
H -5.43 -0.53 2.88
H -4.05 -1.03 3.61
H -4.67 0.00 0.68
H -3.29 -0.95 0.89
H -3.78 1.53 2.14
C -2.30 -1.72 -3.33
C -2.99 -0.75 -2.31
O -2.47 0.55 -2.60
H -2.75 -2.71 -3.29
H -1.21 -1.67 -3.34
H -2.62 -1.50 -4.34
H -2.83 -1.07 -1.28
H -4.07 -0.75 -2.45
H -1.56 0.72 -2.35
C 0.14 -4.36 -2.20
C 0.91 -4.73 -0.91
O 0.58 -3.73 0.05
H 0.02 -5.16 -2.93
H 0.55 -3.49 -2.71
H -0.86 -4.05 -1.93
H 1.96 -5.02 -1.04
H 0.47 -5.69 -0.65
H 0.66 -2.88 -0.40
C -3.35 2.89 -0.53
C -4.02 4.00 0.27
O -4.06 3.48 1.59
H -2.99 3.10 -1.53
H -3.96 1.99 -0.48
H -2.35 2.61 -0.19
H -4.99 4.34 -0.09
H -3.31 4.83 0.24
H -3.49 4.09 2.07
C -1.43 -0.05 5.58
C -0.70 -1.14 4.76
O -0.98 -0.94 3.41
H -0.77 0.80 5.76
H -1.77 -0.50 6.51
H -2.31 0.34 5.07
H -1.04 -2.15 5.01
H 0.38 -1.11 4.91
H -0.52 -1.65 2.96
C 5.26 1.34 -2.55
C 3.89 2.10 -2.31
O 3.13 1.48 -1.29
H 4.99 0.44 -3.11
H 5.73 1.19 -1.58
H 6.09 1.80 -3.08
H 3.34 1.97 -3.25
H 4.12 3.15 -2.15
H 3.28 0.53 -1.34
C 5.03 -1.21 0.33
C 3.68 -1.88 -0.01
O 3.22 -1.27 -1.30
H 5.78 -1.26 -0.45
H 5.65 -1.85 0.94
H 4.86 -0.27 0.87
H 2.98 -1.67 0.80
H 3.76 -2.94 -0.26
H 2.28 -1.45 -1.18
*
```